The following is a quantum chemistry calculation of a structure of composition C44H37As2BiN5O4 at a distorted geometry, from the Open Molecules 2025 dataset.

Element x y z (Å)
Bi1 0.76016 -0.51245 -0.31257
O1 3.59035 -1.32670 -3.29587
C1 2.61018 -1.54113 -2.61099
N1 1.57721 -0.66618 -2.42926
C2 1.62067 0.54706 -3.11363
O2 1.26855 0.73672 -4.24440
C3 2.15409 1.64286 -2.23091
C4 3.00887 2.59956 -2.74846
C5 3.57884 3.51188 -1.87534
C6 3.21631 3.47547 -0.53702
C7 2.32551 2.50852 -0.10819
N2 1.84506 1.57793 -0.93308
C8 2.45356 -2.84381 -1.87668
C9 3.32570 -3.87242 -2.20316
C10 3.16384 -5.10611 -1.60024
C11 2.14359 -5.25483 -0.67295
C12 1.34658 -4.16332 -0.37854
N3 1.48296 -2.97673 -0.96882
H1 3.21420 2.60087 -3.80915
H2 4.28823 4.24418 -2.23625
H3 3.60619 4.19715 0.16626
H4 1.98607 2.46596 0.91770
H5 4.09516 -3.67263 -2.93446
H6 3.81197 -5.93449 -1.85100
H7 1.95561 -6.19889 -0.18254
H8 0.54569 -4.25379 0.34272
O3 1.23487 0.46041 1.77639
N4 2.43198 0.34461 2.21128
N5 3.23839 -0.27563 1.46373
O4 2.90999 -0.80134 0.29016
C13 4.60564 -0.41111 1.86559
C14 5.56692 -0.59689 0.88254
C15 6.89142 -0.74387 1.25946
C16 7.24444 -0.71097 2.59991
C17 6.27095 -0.52418 3.57196
C18 4.94349 -0.37113 3.21279
H9 5.27284 -0.61978 -0.15729
H10 7.64934 -0.88065 0.50091
H11 8.27965 -0.83624 2.88632
H12 6.55005 -0.50102 4.61611
H13 4.17428 -0.23145 3.95808
C19 -2.11150 -1.16431 -1.61715
C20 -2.64932 0.23180 -1.30080
As1 -1.51615 1.42011 -0.17819
C21 -1.02240 2.79598 -1.47903
C22 -1.06524 2.66885 -2.85945
C23 -0.66054 3.72225 -3.67044
C24 -0.19627 4.89779 -3.10667
C25 -0.15526 5.03615 -1.72345
C26 -0.57487 3.99309 -0.91873
C27 -3.05845 2.50492 0.45919
C28 -3.27586 2.71831 1.81461
C29 -4.37114 3.45878 2.24010
C30 -5.24600 4.00003 1.31222
C31 -5.01934 3.80727 -0.04467
C32 -3.93122 3.06347 -0.46958
As2 -1.74749 -2.49322 -0.15451
C33 -3.63495 -3.03835 0.11398
C34 -4.70672 -2.18851 0.37238
C35 -5.99058 -2.69134 0.51841
C36 -6.22669 -4.05232 0.39569
C37 -5.17117 -4.90944 0.12695
C38 -3.88685 -4.40472 -0.00806
C39 -1.48694 -1.62056 1.60365
C40 -0.42221 -2.14370 2.34423
C41 -0.18295 -1.74408 3.64861
C42 -1.01437 -0.80912 4.24375
C43 -2.09050 -0.29776 3.53399
C44 -2.32276 -0.69412 2.22507
H14 -1.22025 -1.10385 -2.25389
H15 -2.85720 -1.69954 -2.21080
H16 -3.60249 0.14021 -0.78383
H17 -2.86076 0.76043 -2.23296
H18 -1.41181 1.75612 -3.32961
H19 -0.70439 3.62150 -4.74663
H20 0.12612 5.71265 -3.74144
H21 0.19698 5.95711 -1.27719
H22 -0.57637 4.09366 0.16318
H23 -2.57804 2.31177 2.53677
H24 -4.54142 3.61715 3.29696
H25 -6.09768 4.58035 1.64057
H26 -5.68981 4.24153 -0.77441
H27 -3.75165 2.93497 -1.53052
H28 -4.56570 -1.12106 0.46693
H29 -6.80761 -2.01384 0.72942
H30 -7.22937 -4.44135 0.51031
H31 -5.34876 -5.97154 0.02321
H32 -3.05790 -5.07313 -0.21326
H33 0.23052 -2.88802 1.89892
H34 0.64639 -2.16474 4.20248
H35 -0.83145 -0.48576 5.25959
H36 -2.77387 0.38865 4.01707
H37 -3.19511 -0.30602 1.71593

Results
* charge: +1
* highest occupied orbital energy: -0.4047 hartree